1.
ORCA calculation (ωB97M-V/def2-TZVPD) on a structure of composition C27H31Cl3N12O2S3V at a distorted geometry.

Frontier orbital gap (alpha / beta) ... 6.30 / 6.92 eV
2S+1 ... 2
LUMO energy (alpha / beta) ... -6.784 / -6.181 eV
Charge ... +2
⟨S²⟩ ... 0.79

```
79
C27H31Cl3N12O2S3V (ωB97M-V/def2-TZVPD)
V 0.511 -0.692 0.248
C 0.893 0.531 4.460
C 0.563 0.516 2.972
N 0.820 -0.530 2.267
N 1.326 -1.643 2.924
C 2.251 -2.201 2.165
N 2.987 -3.230 2.535
S 2.666 -1.511 0.572
C -0.046 1.626 2.221
C -0.336 2.858 2.718
C -0.994 3.761 1.879
C -1.146 3.498 0.538
C -0.661 2.274 0.087
N -0.190 1.342 0.897
H 1.864 0.812 4.541
H 0.280 1.318 4.982
H 0.694 -0.420 4.925
H 2.932 -3.536 3.492
H 3.900 -3.343 2.143
H -0.025 3.102 3.701
H -1.248 4.770 2.322
H -1.565 4.206 -0.152
H -0.662 2.013 -0.932
N -1.616 -0.888 0.797
C -2.008 -2.269 1.147
C -3.312 -2.761 0.468
C -3.035 -3.001 -1.000
C -3.010 -4.509 -1.513
N -4.155 -5.186 -1.068
C -4.291 -6.019 -0.055
N -5.467 -6.685 0.114
N -3.254 -6.193 0.819
C -0.848 -3.193 0.834
O -1.007 -4.404 0.945
O 0.251 -2.634 0.486
H -1.924 -0.325 1.533
H -2.117 -0.450 0.012
H -2.215 -2.217 2.223
H -4.043 -1.955 0.600
H -3.663 -3.641 0.976
H -2.145 -2.593 -1.403
H -3.813 -2.493 -1.591
H -2.134 -4.986 -1.076
H -3.135 -4.530 -2.607
H -4.978 -5.159 -1.615
H -6.108 -6.760 -0.675
H -5.703 -7.220 0.958
H -2.493 -5.503 0.834
H -3.304 -6.737 1.651
S -2.026 -1.038 -3.645
C -0.989 -0.732 -2.478
N -0.200 -0.618 -1.578
S 5.305 2.892 -3.004
C 3.950 2.137 -2.167
C 3.304 1.063 -2.796
C 2.308 0.363 -2.103
N 2.019 0.632 -0.852
C 2.662 1.673 -0.244
C 3.605 2.464 -0.817
C 5.536 4.504 -2.154
C 6.394 4.515 -1.046
C 6.400 5.671 -0.315
N 5.592 6.744 -0.512
C 4.818 6.652 -1.609
C 4.732 5.563 -2.449
H 3.559 0.931 -3.830
H 1.833 -0.487 -2.545
H 2.522 1.797 0.831
H 4.190 3.243 -0.319
H 6.926 3.545 -0.792
H 7.050 5.685 0.597
H 4.195 7.554 -1.804
H 4.043 5.574 -3.297
Cl -4.636 2.095 -4.039
C -3.972 2.987 -2.665
Cl -2.219 3.502 -3.073
Cl -4.966 4.365 -2.391
C -3.813 2.086 -1.532
N -3.411 1.428 -0.674
```

2.
ORCA calculation (ωB97M-V/def2-TZVPD) on a structure of composition C27H31CoFN7O3S.

Frontier orbital gap (alpha / beta) ... 6.04 / 6.08 eV
2S+1 ... 4
LUMO energy (alpha / beta) ... -3.326 / -3.326 eV
Charge ... +1
⟨S²⟩ ... 3.76

```
71
C27H31CoFN7O3S (ωB97M-V/def2-TZVPD)
Co -3.756 1.148 0.008
C -7.691 3.831 2.818
C -6.669 3.113 3.689
N -5.296 3.363 3.279
C -4.638 2.744 2.285
S -5.393 1.344 1.551
N -3.451 3.256 2.009
N -2.794 2.661 0.989
C -1.581 3.016 0.749
C -0.836 4.031 1.561
C -0.881 2.372 -0.369
C 0.443 2.229 -0.449
C 0.887 1.661 -1.765
C -0.658 0.611 -3.513
C -1.360 -0.248 -2.793
N -1.764 0.318 -1.546
H -8.701 3.619 3.169
H -7.609 3.499 1.783
H -7.537 4.910 2.847
H -6.841 2.038 3.672
H -6.754 3.438 4.726
H -4.840 4.195 3.619
H -1.504 4.494 2.279
H -0.408 4.791 0.907
H -0.015 3.556 2.104
H 1.147 2.519 0.320
H 1.700 2.266 -2.166
H -0.326 0.453 -4.527
H -1.707 -1.238 -3.049
F 0.680 -3.854 1.938
C 0.834 -2.864 1.029
C -0.217 -2.045 0.739
C -0.111 -0.996 -0.183
C -1.390 -0.272 -0.350
O -2.183 -0.192 0.589
C -1.520 1.804 -1.644
C -0.380 1.822 -2.662
N 1.453 0.293 -1.707
C 2.695 0.182 -2.428
C 2.714 0.546 -3.880
C 2.841 -0.891 -3.466
C 1.144 -0.723 -0.807
C 2.184 -1.621 -0.480
C 2.058 -2.675 0.404
N 3.204 -3.489 0.663
C 4.162 -2.951 1.621
C 5.552 -3.527 1.276
N 5.356 -4.625 0.273
C 4.352 -5.628 0.754
C 2.989 -4.911 0.901
C -2.814 2.528 -2.127
O -2.664 3.523 -2.803
O -3.915 1.999 -1.718
H -1.164 -2.207 1.234
H -0.372 2.773 -3.189
H 3.587 0.455 -1.866
H 3.593 1.054 -4.250
H 1.786 0.855 -4.338
H 3.801 -1.378 -3.578
H 1.978 -1.525 -3.618
H 3.153 -1.495 -0.938
H 3.890 -3.208 2.653
H 4.181 -1.867 1.543
H 6.053 -3.960 2.139
H 6.207 -2.787 0.822
H 6.243 -5.072 0.046
H 4.969 -4.194 -0.571
H 4.722 -6.015 1.701
H 4.316 -6.442 0.034
H 2.586 -5.121 1.894
H 2.280 -5.287 0.166
```

3.
ORCA calculation (ωB97M-V/def2-TZVPD) on a structure of composition C27H31CrN4O8S2 at a distorted geometry.

Frontier orbital gap (alpha / beta) ... 5.10 / 5.31 eV
2S+1 ... 5
Energy relative to the best compared isomer or geometry (same formula, charge and spin) ... 31.9 kcal/mol
LUMO energy (alpha / beta) ... 1.250 / 1.208 eV
Charge ... -1
⟨S²⟩ ... 6.02

```
73
C27H31CrN4O8S2 (ωB97M-V/def2-TZVPD)
Cr 1.545 -0.526 0.301
O 5.803 0.149 4.641
C 4.938 -0.102 3.840
C 3.439 -0.143 4.161
O 2.921 -0.031 5.269
C 2.919 -0.169 2.794
C 3.959 -0.227 1.751
O 3.578 -0.336 0.524
C 5.251 -0.332 2.357
O 6.398 -0.468 1.939
O 1.724 -0.255 2.354
C -4.047 -1.098 -5.182
C -4.386 -1.352 -3.673
C -3.306 -2.170 -2.878
C -1.939 -1.477 -2.769
N -1.979 -0.151 -2.194
C -1.592 0.199 -0.977
S -0.889 -1.003 0.054
N -1.774 1.489 -0.542
C -1.495 2.060 0.829
C -2.687 1.890 1.760
C -3.919 2.635 1.201
C -4.949 2.998 2.245
H -4.882 -1.138 -5.882
H -3.247 -1.774 -5.467
H -3.582 -0.104 -5.404
H -5.422 -1.942 -3.631
H -4.536 -0.375 -3.209
H -3.068 -3.214 -3.326
H -3.692 -2.358 -1.860
H -1.414 -1.400 -3.724
H -1.272 -2.119 -2.202
H -2.600 0.533 -2.667
H -2.382 2.051 -1.154
H -1.146 3.094 0.566
H -0.596 1.576 1.160
H -2.356 2.239 2.730
H -2.895 0.772 1.876
H -4.287 1.960 0.441
H -3.612 3.544 0.560
H -5.708 3.731 1.835
H -4.501 3.430 3.157
H -5.578 2.082 2.431
O 2.940 7.350 -0.347
C 3.078 6.298 0.539
O 3.198 6.548 1.736
C 2.928 4.935 0.023
C 2.897 4.621 -1.353
C 2.567 3.352 -1.732
C 2.099 2.337 -0.871
S 1.678 0.800 -1.560
C 2.210 2.651 0.512
C 2.589 3.916 0.954
H 2.707 7.066 -1.236
H 3.132 5.423 -2.088
H 2.624 3.046 -2.794
H 1.831 1.888 1.174
H 2.610 4.060 2.041
N 0.378 -7.368 1.654
C 1.026 -6.819 0.582
O 1.455 -7.516 -0.365
C 1.204 -5.366 0.527
C 1.561 -4.734 -0.682
C 1.920 -3.400 -0.656
N 1.891 -2.633 0.506
C 1.356 -3.219 1.629
C 1.013 -4.533 1.630
H 0.415 -8.421 1.667
H 0.207 -6.798 2.500
H 1.553 -5.306 -1.607
H 2.350 -2.880 -1.523
H 1.209 -2.590 2.519
H 0.639 -4.880 2.585
```

4.
ORCA calculation (ωB97M-V/def2-TZVPD) on a structure of composition C27H31F4N6S3Tl.

Frontier orbital gap ... 6.91 eV
LUMO energy ... 0.396 eV

```
72
C27H31F4N6S3Tl (ωB97M-V/def2-TZVPD)
Tl -0.408 -1.517 0.747
C -2.276 1.828 0.199
C -1.011 2.122 0.988
N -0.766 1.223 2.116
C -1.818 1.312 3.124
C -1.709 0.252 4.208
C 0.569 1.463 2.682
C 1.397 0.186 2.812
N 1.617 -0.506 1.560
C 2.627 -0.144 0.748
C 2.888 -0.945 -0.390
F 2.110 -2.038 -0.574
C 3.850 -0.670 -1.323
F 3.982 -1.504 -2.371
C 4.680 0.435 -1.218
C 4.469 1.233 -0.114
F 5.230 2.331 0.062
C 3.497 0.969 0.833
F 3.386 1.864 1.852
H -2.293 2.463 -0.689
H -2.300 0.785 -0.123
H -3.186 2.040 0.761
H -0.159 2.014 0.316
H -1.024 3.174 1.325
H -1.822 2.314 3.589
H -2.779 1.192 2.626
H -0.792 0.354 4.790
H -2.550 0.336 4.899
H -1.730 -0.748 3.767
H 1.105 2.155 2.031
H 0.492 1.957 3.662
H 2.327 0.423 3.335
H 0.852 -0.500 3.467
H 5.447 0.650 -1.946
C 0.361 -3.264 4.495
C -0.068 -4.318 3.529
N -0.124 -4.149 2.244
C -0.517 -5.303 1.599
C -0.757 -6.360 2.422
S -0.503 -5.904 4.048
C -0.623 -5.322 0.134
C -1.225 -6.293 -0.605
S -1.047 -5.946 -2.268
C -0.187 -4.501 -1.873
N -0.048 -4.307 -0.598
C 0.318 -3.575 -2.929
H -0.008 -2.294 4.165
H 1.450 -3.210 4.531
H -0.011 -3.463 5.499
H -1.049 -7.362 2.156
H -1.748 -7.170 -0.261
H 0.331 -4.056 -3.906
H 1.325 -3.245 -2.675
H -0.313 -2.686 -2.986
N 0.894 2.590 -2.240
C 0.037 1.632 -2.627
S 0.313 0.021 -2.268
N -1.049 2.012 -3.345
C -1.407 3.327 -3.743
C -2.693 3.789 -3.481
C -3.069 5.058 -3.892
C -2.163 5.879 -4.549
C -0.883 5.414 -4.814
C -0.506 4.136 -4.429
H 1.690 2.302 -1.696
H 0.699 3.570 -2.363
H -1.705 1.267 -3.510
H -3.392 3.150 -2.954
H -4.072 5.410 -3.689
H -2.456 6.873 -4.860
H -0.177 6.041 -5.344
H 0.477 3.754 -4.674
```

5.
ORCA calculation (ωB97M-V/def2-TZVPD) on a structure of composition C27H31F5N6OPS5Ti at a distorted geometry.

Frontier orbital gap (alpha / beta) ... 6.66 / 6.63 eV
Energy relative to the best compared isomer or geometry (same formula, charge and spin) ... 48.9 kcal/mol
LUMO energy (alpha / beta) ... -2.504 / -2.503 eV
Charge ... +1

```
77
C27H31F5N6OPS5Ti (ωB97M-V/def2-TZVPD)
Ti 1.406 0.073 -0.130
C 7.180 1.560 -0.846
C 5.855 0.870 -0.813
C 5.695 -0.410 -0.283
C 4.421 -0.898 -0.156
N 3.350 -0.198 -0.572
C 3.609 0.985 -1.192
S 2.186 1.735 -1.802
N 4.808 1.550 -1.287
H 7.982 0.873 -1.114
H 7.405 1.967 0.143
H 7.143 2.384 -1.554
H 6.541 -0.995 0.048
H 4.235 -1.870 0.274
C -5.051 -0.132 1.183
N -3.965 -0.148 2.263
C -3.721 -1.604 2.685
N -3.443 -2.417 1.562
C -4.518 -2.351 0.577
N -4.706 -0.982 0.106
C -3.560 -0.502 -0.686
P -1.930 -0.437 0.257
C -2.700 0.458 1.735
C -2.126 -2.165 0.960
H -5.159 0.898 0.846
H -5.974 -0.469 1.656
H -4.283 0.379 3.076
H -4.627 -1.940 3.189
H -2.880 -1.602 3.377
H -5.446 -2.709 1.028
H -4.270 -2.990 -0.268
H -3.793 0.492 -1.077
H -3.428 -1.165 -1.544
H -2.914 1.485 1.432
H -1.953 0.480 2.528
H -1.345 -2.354 1.696
H -1.993 -2.867 0.137
C 0.313 4.280 -0.723
S -0.757 3.009 -0.027
O 0.065 1.762 0.198
C -1.766 2.718 -1.469
C -2.904 3.501 -1.616
C -3.713 3.306 -2.727
C -3.384 2.330 -3.661
C -2.247 1.549 -3.493
C -1.423 1.746 -2.394
H 0.642 3.999 -1.718
H 1.170 4.392 -0.061
H -0.272 5.201 -0.742
H -3.149 4.258 -0.878
H -4.593 3.920 -2.866
H -4.017 2.185 -4.527
H -1.993 0.786 -4.216
H -0.527 1.155 -2.266
S 0.616 -0.495 2.213
C 2.052 0.419 2.022
N 2.053 1.814 2.224
C 3.366 2.409 2.027
C 4.340 1.480 2.752
S 3.608 -0.192 2.657
H 1.249 2.295 1.862
H 3.384 3.409 2.459
H 3.628 2.488 0.967
H 4.425 1.734 3.805
H 5.326 1.469 2.289
F 0.870 -6.920 0.084
C 0.725 -5.672 -0.347
C -0.194 -5.380 -1.341
F -0.944 -6.358 -1.845
C -0.349 -4.082 -1.791
F -1.269 -3.833 -2.729
C 0.389 -3.031 -1.259
S 0.237 -1.381 -1.804
C 1.265 -3.361 -0.240
F 1.937 -2.349 0.354
C 1.467 -4.647 0.212
F 2.347 -4.896 1.180
```

6.
ORCA calculation (ωB97M-V/def2-TZVPD) on a cluster of 3 separate species, C27H31I3NO6S in total.

Frontier orbital gap ... 7.09 eV
LUMO energy ... 1.949 eV
Charge ... -1

```
69
C27H31I3NO6S (ωB97M-V/def2-TZVPD)
C -5.618 4.102 4.692
C -4.183 3.612 4.558
O -3.825 3.640 3.195
C -2.451 3.376 2.942
C -2.276 1.913 2.548
O -1.142 1.793 1.718
C -1.148 0.636 0.910
N 0.213 0.276 0.628
C 0.989 -0.136 1.737
C 0.457 -0.344 3.004
C 1.295 -0.707 4.044
I 0.454 -0.969 5.944
C 2.653 -0.885 3.864
C 3.173 -0.702 2.593
C 2.357 -0.322 1.539
S 3.035 -0.037 -0.057
C 1.709 -0.769 -0.967
C 0.408 -0.541 -0.529
C -0.645 -1.122 -1.233
C -0.375 -1.887 -2.352
C 0.923 -2.105 -2.790
C 1.142 -2.983 -3.952
I 2.057 -2.096 -5.625
C 0.826 -4.271 -4.038
C 1.029 -5.196 -5.205
I 0.068 -5.289 -2.353
C 1.986 -1.535 -2.093
C 3.447 -1.747 -2.493
O 3.967 -0.788 -3.085
O 3.893 -2.884 -2.188
H -6.157 3.853 3.779
H -6.115 3.639 5.543
H -5.644 5.184 4.818
H -3.515 4.259 5.136
H -4.099 2.596 4.963
H -2.092 4.033 2.157
H -1.887 3.576 3.857
H -2.159 1.302 3.453
H -3.190 1.596 2.037
H -1.711 -0.166 1.411
H -1.636 0.872 -0.037
H -0.596 -0.222 3.202
H 3.290 -1.165 4.690
H 4.228 -0.846 2.399
H -1.672 -1.009 -0.918
H -1.190 -2.345 -2.898
H 2.060 -5.558 -5.197
H 0.821 -4.685 -6.142
H 0.385 -6.067 -5.116
C 5.601 -6.551 -4.486
C 4.163 -6.579 -4.018
O 3.287 -7.030 -4.723
C 3.903 -6.006 -2.656
H 5.672 -6.982 -5.483
H 5.960 -5.520 -4.506
H 6.229 -7.118 -3.797
H 4.202 -4.953 -2.628
H 4.470 -6.556 -1.902
H 2.840 -6.066 -2.427
C -3.324 8.419 0.894
C -2.831 6.995 1.013
O -2.536 6.514 2.079
C -2.728 6.205 -0.270
H -3.354 8.878 1.879
H -2.658 8.992 0.246
H -4.323 8.434 0.456
H -2.041 6.698 -0.960
H -3.706 6.140 -0.749
H -2.365 5.203 -0.057
```